Entry 1:
ORCA calculation (ωB97M-V/def2-TZVPD) on a structure of composition C36H51IN6ORuSSi at a distorted geometry.

```
98
Properties=species:S:1:pos:R:3:forces:R:3
Ru -0.03995 -1.21162 -0.41652 0.015 -0.346 2.589
N 0.45797 -2.32266 1.82595 0.028 0.785 -1.199
C -0.59406 -3.19514 2.32685 -0.577 -0.161 -0.040
C -1.93451 -2.45261 2.22434 0.528 -0.279 0.307
N -2.04066 -1.75744 0.94356 0.073 0.610 -0.612
H 1.37725 -2.73304 1.95242 0.024 0.093 -0.206
H 0.43241 -1.41652 2.29674 0.116 0.149 -0.138
H -0.44042 -3.49632 3.37484 0.094 0.072 -0.253
H -0.60312 -4.10230 1.71432 0.003 0.045 0.056
H -1.98033 -1.73378 3.04900 -0.126 -0.038 -0.108
H -2.75006 -3.16611 2.35526 0.002 0.094 0.003
H -1.98208 -0.74862 1.08391 -0.214 0.029 0.202
H -2.90599 -1.95742 0.45468 0.071 0.116 0.031
I 0.56215 -1.35019 -3.58504 -0.095 -0.862 0.077
C -0.35013 -3.17313 -2.91011 0.002 1.290 0.015
C -0.35946 -4.30197 -3.69571 -0.071 -0.402 -0.070
C -0.99326 -5.43170 -3.18965 0.026 0.507 0.331
C -1.61057 -5.33877 -1.94414 -0.041 -0.167 -0.419
C -1.55889 -4.15251 -1.24748 0.132 0.410 0.154
N -0.92174 -3.06473 -1.71143 1.080 0.203 0.123
H 0.12186 -4.30501 -4.66013 0.045 0.002 -0.066
H -1.00806 -6.35027 -3.75300 -0.030 -0.108 -0.072
H -2.14953 -6.17607 -1.53455 -0.024 -0.118 0.109
H -2.02842 -4.04762 -0.27917 0.059 -0.004 0.020
S -2.00544 0.42689 -1.35308 0.478 -0.678 1.143
C -2.18980 1.24943 -2.82561 -0.040 0.156 -0.356
N -2.23102 2.57809 -2.83241 0.111 -0.476 -0.037
C -2.43137 3.35470 -4.03891 -0.075 0.131 -0.406
C -1.86239 2.57834 -5.22123 -0.213 -0.068 0.190
C -2.50465 1.19709 -5.25922 -0.011 0.350 -0.387
N -2.38462 0.57311 -3.95774 0.110 0.049 -0.051
H -2.05332 3.06764 -1.96251 0.040 -0.140 0.100
H -1.92445 4.31369 -3.91632 -0.067 -0.122 0.038
H -3.50092 3.54877 -4.18362 0.103 0.028 -0.014
H -0.78718 2.47090 -5.08353 0.117 0.046 -0.072
H -2.05138 3.10385 -6.15441 0.022 0.016 -0.012
H -2.00456 0.56474 -5.99360 -0.066 -0.020 0.005
H -3.56082 1.28341 -5.53370 0.068 -0.060 -0.042
H -2.32664 -0.43169 -3.91122 -0.051 0.139 0.220
C 3.22570 -4.68357 0.87157 0.012 0.001 -0.137
N 3.06211 -4.76500 -0.55895 0.471 0.115 -0.126
C 2.62541 -6.06133 -1.01714 0.010 0.189 0.019
C 2.30072 -3.67433 -1.10978 -0.398 -0.033 0.184
C 2.93300 -2.32023 -0.89267 -0.686 -0.298 -0.064
C 4.28753 -2.13370 -1.14198 -0.106 0.121 0.141
C 4.86749 -0.89206 -0.95431 0.007 0.058 -0.112
C 4.09448 0.17552 -0.52562 -0.021 -0.048 0.059
C 2.73514 -0.00111 -0.30226 -0.254 0.331 0.226
C 2.14315 -1.24110 -0.49865 -1.288 0.529 -0.277
H 3.91734 -5.45969 1.19582 -0.017 0.027 0.115
H 2.27380 -4.81693 1.41355 -0.104 -0.040 0.086
H 3.64678 -3.71011 1.12274 0.023 -0.032 0.135
H 3.26114 -6.82060 -0.56899 -0.005 -0.139 -0.052
H 2.72492 -6.10917 -2.10078 -0.010 -0.091 -0.066
H 1.57923 -6.28332 -0.75634 -0.128 -0.036 0.080
H 1.27251 -3.63120 -0.66545 0.377 -0.175 -0.264
H 2.20168 -3.85239 -2.18777 -0.079 -0.028 0.082
H 4.87488 -2.97270 -1.48233 0.064 -0.141 0.027
H 5.91798 -0.75376 -1.15941 0.115 0.017 0.021
H 4.54520 1.14437 -0.36323 -0.005 0.061 0.016
H 2.13443 0.83505 0.04553 0.023 -0.096 -0.047
C -2.12937 3.42580 3.64773 -0.014 -0.049 0.072
C -1.87131 2.01514 3.14637 0.841 -0.136 -1.335
C -3.14230 1.42868 2.54448 -0.015 0.122 0.175
C -1.39079 1.15582 4.30856 -0.097 0.153 -0.072
Si -0.45340 1.98579 1.76117 -0.587 2.296 2.013
O -0.15886 0.54272 1.25923 0.650 -3.367 -1.678
C -0.71591 3.27362 0.37952 -0.073 -0.408 0.227
C -1.84846 4.03916 0.12734 -0.100 0.014 0.121
C -1.84103 5.03910 -0.83584 -0.071 0.160 -0.013
C -0.69582 5.28158 -1.57735 -0.066 0.055 -0.067
C 0.43048 4.50311 -1.36918 0.074 0.040 -0.125
C 0.41080 3.51884 -0.40132 -0.036 -0.074 -0.008
C 0.98651 2.80378 2.73517 -0.714 -0.731 -1.082
C 1.01865 4.18352 2.86679 0.272 0.224 0.109
C 2.05876 4.80013 3.53859 -0.078 0.111 0.058
C 3.07924 4.03478 4.07878 0.074 0.121 0.055
C 3.06217 2.65993 3.93532 0.134 -0.213 0.151
C 2.01429 2.04548 3.26996 0.157 0.172 0.056
H -2.90382 3.39618 4.41736 -0.109 0.075 0.103
H -2.46842 4.08950 2.85670 -0.065 0.144 -0.055
H -1.23320 3.85210 4.09137 0.019 0.091 0.065
H -3.99960 1.66678 3.17578 -0.204 -0.095 0.063
H -3.07054 0.34688 2.47354 -0.072 -0.230 -0.040
H -3.34062 1.81525 1.54792 -0.143 0.056 -0.192
H -2.19098 1.04288 5.04171 -0.080 -0.056 0.173
H -0.53629 1.61414 4.80045 0.105 0.004 0.110
H -1.09355 0.16516 3.97167 0.063 -0.235 -0.019
H -2.75502 3.87369 0.69110 -0.090 -0.012 0.072
H -2.72792 5.63560 -0.99485 -0.078 0.082 -0.021
H -0.68108 6.07248 -2.30998 0.002 0.153 -0.110
H 1.32826 4.67692 -1.94217 0.107 0.051 -0.091
H 1.29862 2.93307 -0.22608 0.272 -0.064 0.015
H 0.23732 4.79257 2.43371 -0.072 0.063 -0.068
H 2.06861 5.87527 3.63770 0.057 0.116 0.045
H 3.88387 4.51546 4.61224 0.146 0.045 0.045
H 3.86270 2.06039 4.34362 0.106 -0.020 0.075
H 2.00159 0.97266 3.15150 0.037 -0.219 -0.023
```
Positions in Å, forces in eV/Å.

<S²>: 0.868
2S+1: 2
E_tot (eV): -78538.29375
Charge: +1
F_max (eV/Å): 3.817

Entry 2:
ORCA calculation (ωB97M-V/def2-TZVPD) on a structure of composition C36H51KN7O6 at a distorted geometry.

```
101
Properties=species:S:1:pos:R:3:forces:R:3
K 2.56220 -11.53532 17.19930 -0.047 0.091 0.285
C 4.65056 -6.86059 19.11504 -1.900 -1.076 -0.162
C 3.89330 -6.35009 17.90828 3.275 1.050 -0.768
C 4.69276 -5.84845 16.76319 0.271 0.439 0.387
C 5.65682 -6.85507 15.95950 -0.720 0.624 -1.441
C 6.62701 -6.11428 14.97022 -0.472 -0.516 1.445
C 6.50377 -7.68755 16.86576 0.120 -0.483 -0.011
N 4.71594 -7.77983 15.20556 0.083 -0.208 -1.825
C 4.31336 -7.32124 13.79534 -0.199 0.586 -0.635
C 4.28573 -8.48922 12.80061 -2.172 -1.678 -0.231
N 3.37010 -9.68010 13.11452 0.440 0.873 -0.290
C 4.05463 -10.96801 13.27970 1.528 0.893 1.040
C 4.51634 -11.24789 14.78254 -1.079 -0.919 -0.707
O 5.17408 -10.35384 15.39175 -0.380 -0.145 -0.477
O 4.20940 -12.37849 15.21731 0.125 0.481 0.217
C 2.11959 -9.70869 12.26432 1.671 0.675 0.501
C 1.50190 -11.08704 12.11690 -1.240 0.365 -0.548
C 1.17156 -8.59624 12.69842 -0.407 -0.503 -0.073
C 0.46786 -8.66445 14.07062 0.171 -0.032 0.470
C 0.85826 -9.89102 14.96494 1.048 0.036 -1.605
C -1.07090 -8.74262 13.90060 0.430 -0.265 -0.372
N 0.90379 -7.43521 14.74452 0.920 0.719 0.188
C 0.62630 -7.12725 16.12270 -0.009 0.002 0.841
C 1.57692 -6.03655 16.74573 1.262 0.568 0.499
N 2.49518 -6.48269 17.88546 -5.093 -0.798 -1.441
C 1.72674 -6.76066 19.09254 0.124 0.677 -2.192
C 1.44397 -8.23173 19.37504 0.909 -1.471 -1.079
O 1.99029 -9.18797 18.81895 -1.166 2.074 1.489
O 0.51849 -8.43386 20.35088 -0.116 -0.736 -0.076
H 4.49899 -7.99557 19.11860 0.592 0.734 0.687
H 4.18056 -6.48934 20.06525 0.965 -0.276 -0.416
H 5.72819 -6.65928 19.05129 -0.524 0.209 0.263
H -0.20699 -7.78919 20.39464 0.717 0.194 -0.209
H 5.52265 -5.17882 17.11168 -0.371 0.485 -0.004
H 4.05405 -5.28890 16.02214 0.851 -0.413 0.456
H 7.37105 -5.71162 15.67126 -0.373 0.838 -0.467
H 6.11386 -5.42543 14.30747 0.250 0.639 0.430
H 7.23575 -6.74676 14.34765 -0.008 -0.832 -0.355
H 7.30127 -7.12941 17.35167 -0.177 0.367 0.105
H 6.99109 -8.42064 16.24998 0.354 -0.670 -0.185
H 5.91306 -8.18596 17.61369 -0.131 -0.307 0.152
H 5.08747 -8.76248 15.04054 0.146 0.051 0.586
H 3.90372 -8.00266 15.81846 0.128 0.710 -0.173
H 5.10460 -6.66006 13.33319 -0.895 -0.634 0.995
H 3.35590 -6.75043 13.78129 0.698 -0.571 0.478
H 5.28814 -8.85486 12.70329 0.667 -0.447 0.058
H 3.97873 -8.18939 11.76540 0.307 0.518 0.813
H 5.08261 -10.94913 12.87285 -0.331 0.084 -0.799
H 3.49389 -11.76902 12.79982 0.362 -0.031 0.673
H 2.45862 -9.47378 11.23726 -0.252 0.315 0.038
H 1.46358 -11.67517 13.04258 -0.089 0.141 -0.446
H 2.09798 -11.58064 11.34484 -0.361 -0.462 0.241
H 0.45344 -10.92237 11.70003 1.234 -0.456 0.588
H 0.36249 -8.60481 12.00385 -0.587 -0.056 -1.021
H 1.62691 -7.62067 12.54346 0.320 0.021 0.223
H 0.37414 -10.85381 14.63690 0.467 1.083 0.282
H 0.47105 -9.63503 15.91844 -0.152 -0.386 1.051
H 1.99330 -9.98560 14.95860 -1.466 0.039 0.153
H -1.25973 -9.55368 13.17287 -0.267 0.494 0.152
H -1.54130 -7.78099 13.59519 0.345 -0.659 0.062
H -1.47720 -9.09232 14.84273 -0.400 0.209 0.220
H 0.79912 -6.58818 14.18659 -0.152 -0.555 -0.146
H 0.78577 -8.02775 16.69385 0.148 -0.210 0.328
H -0.43693 -6.86630 16.31986 0.262 0.231 -0.135
H 0.91486 -5.21158 17.11002 0.266 -0.382 0.209
H 2.16306 -5.48964 15.93592 -0.519 -1.112 0.903
H 0.70705 -6.28904 18.95231 0.776 -0.183 0.418
H 2.23038 -6.29847 19.93713 -0.223 -0.049 0.546
C -2.01045 -18.71114 9.51249 0.505 -2.351 -0.108
O -2.89243 -18.11740 10.44877 0.276 -0.437 -2.540
C -2.61943 -18.29489 11.74006 0.669 0.060 1.805
C -1.33866 -18.64441 12.25419 -1.447 0.301 0.047
C -1.08672 -18.40540 13.63053 0.180 1.553 -0.103
C -2.04398 -17.58871 14.30901 -1.101 -3.035 -2.128
C -3.38962 -17.64738 13.86080 1.218 1.965 2.005
C -3.69054 -17.91149 12.59938 -0.221 -1.356 -2.158
N -1.72485 -16.74515 15.27900 1.198 1.780 2.643
N -2.54611 -15.78103 15.51309 1.381 0.609 -0.034
C -2.00862 -14.77667 16.32091 -2.189 -1.519 0.727
C -2.70921 -13.53262 16.39189 0.589 -2.320 -1.514
C -2.12266 -12.47353 16.95276 1.950 1.763 1.337
C -0.71539 -12.55821 17.43822 -1.495 2.419 -1.155
O -0.02465 -11.51369 17.63238 -0.949 -1.206 -0.055
C -0.18039 -13.88098 17.55216 2.629 0.366 1.635
N 1.12114 -13.87642 18.05874 -0.701 -2.781 -0.590
C 1.64845 -15.11815 18.23185 -1.545 1.782 -0.303
C 0.88591 -16.28136 18.15723 -1.749 -0.169 -0.625
C -0.44881 -16.23860 17.70809 1.778 0.048 -0.072
C -0.92603 -15.01119 17.21237 0.627 0.126 -0.349
H -2.44736 -18.75322 8.50096 -0.397 0.130 0.674
H -1.77399 -19.80147 9.84325 -0.486 1.609 -0.593
H -1.02687 -18.25559 9.34178 -0.192 0.523 0.676
H -0.55611 -18.95759 11.55445 -0.279 -0.002 0.562
H -0.05565 -18.53349 14.03722 -0.991 0.203 -0.338
H -4.00727 -17.01941 14.49189 -0.680 -0.605 -0.020
H -4.73901 -17.84329 12.26514 0.799 0.107 -0.282
H -3.58855 -13.55727 15.76154 -0.353 0.527 0.254
H -2.52162 -11.46247 16.97222 -0.171 -0.213 -0.126
H 2.68268 -15.17204 18.45053 0.921 0.039 0.346
H 1.31275 -17.25382 18.33407 0.229 -0.074 0.351
H -1.02493 -17.15313 17.65043 0.039 0.170 -0.154
```
Positions in Å, forces in eV/Å.

E_tot (eV): -77194.58589
Charge: -1
F_max (eV/Å): 5.353